ORCA calculation (ωB97M-V/def2-TZVPD) on a 11-piece molecular cluster, C66H68N13O21P overall in a non-equilibrium geometry.

```
169
Properties=species:S:1:pos:R:3
C -5.13 0.46 1.76
C -4.87 -0.22 0.52
C -5.63 0.20 -0.61
C -6.51 1.34 -0.47
C -6.69 1.93 0.75
C -6.00 1.51 1.88
N -7.13 1.94 -1.71
O -6.75 1.58 -2.83
O -8.03 2.64 -1.57
H -4.66 0.18 2.69
H -4.16 -1.02 0.40
H -5.38 -0.09 -1.62
H -7.44 2.70 0.83
H -6.16 1.99 2.83
C -0.77 7.26 -0.18
C -2.00 6.81 0.28
C -2.03 6.12 1.49
C -0.83 5.82 2.20
C 0.43 6.28 1.77
C 0.42 7.06 0.59
N -0.92 4.93 3.39
O -2.01 4.53 3.73
O 0.12 4.58 4.02
H -0.63 7.87 -1.06
H -2.95 6.92 -0.23
H -2.99 5.76 1.84
H 1.31 6.16 2.39
H 1.35 7.57 0.38
C -6.30 5.59 -2.78
C -5.20 5.14 -3.53
C -4.29 4.27 -2.93
C -4.32 4.02 -1.57
C -5.32 4.70 -0.79
C -6.35 5.38 -1.38
N -3.35 3.08 -0.92
O -3.28 3.11 0.31
O -2.50 2.45 -1.55
H -7.14 6.13 -3.19
H -5.18 5.33 -4.59
H -3.67 3.67 -3.58
H -5.35 4.61 0.29
H -7.04 5.89 -0.72
C 0.33 -5.70 -0.64
C 0.55 -7.04 -0.81
C -0.32 -7.87 -1.50
C -1.47 -7.30 -2.09
C -1.66 -5.88 -1.94
C -0.74 -5.04 -1.30
N -2.45 -8.16 -2.83
O -2.26 -9.38 -2.86
O -3.36 -7.59 -3.39
H 0.97 -5.04 -0.08
H 1.34 -7.53 -0.27
H -0.22 -8.95 -1.50
H -2.52 -5.51 -2.47
H -0.74 -3.96 -1.27
C -0.05 2.06 7.12
C -0.93 3.01 6.61
C -2.21 2.50 6.24
C -2.56 1.15 6.40
C -1.73 0.35 7.18
C -0.44 0.78 7.43
N -3.78 0.59 5.78
O -4.55 1.40 5.21
O -4.10 -0.60 5.93
H 0.96 2.41 7.28
H -0.65 4.04 6.40
H -2.94 3.20 5.86
H -2.10 -0.60 7.56
H 0.25 0.11 7.92
C 4.61 0.27 1.57
C 5.36 1.48 1.60
C 6.75 1.37 1.81
C 7.48 0.16 1.84
C 6.75 -0.98 1.46
C 5.36 -0.93 1.42
N 8.93 0.16 1.84
O 9.47 -0.93 2.14
O 9.51 1.20 1.59
H 3.54 0.36 1.39
H 4.81 2.40 1.50
H 7.31 2.30 1.85
H 7.33 -1.88 1.32
H 4.89 -1.89 1.25
C -3.90 -3.41 1.97
C -2.66 -3.82 1.47
C -1.44 -3.56 2.10
C -1.49 -3.04 3.40
C -2.75 -2.68 3.97
C -3.95 -2.80 3.24
N -0.24 -2.92 4.22
O -0.25 -2.26 5.26
O 0.75 -3.43 3.76
H -4.84 -3.47 1.45
H -2.68 -4.34 0.52
H -0.54 -3.94 1.66
H -2.73 -2.31 4.98
H -4.93 -2.52 3.62
C -1.14 -1.17 -6.57
C -2.32 -1.93 -6.57
C -2.94 -2.14 -5.33
C -2.33 -1.66 -4.13
C -1.19 -0.85 -4.24
C -0.63 -0.58 -5.48
N -2.94 -2.01 -2.83
O -2.62 -1.29 -1.87
O -3.76 -2.91 -2.74
H -0.63 -1.10 -7.52
H -2.75 -2.29 -7.50
H -3.93 -2.57 -5.28
H -0.78 -0.47 -3.32
H 0.32 -0.07 -5.56
C -1.22 1.03 2.81
C -1.57 0.56 1.50
C -0.69 -0.18 0.81
C 0.47 -0.68 1.45
C 0.88 -0.19 2.72
C -0.05 0.59 3.42
N 1.23 -1.76 0.71
O 0.86 -2.11 -0.37
O 2.21 -2.37 1.24
H -1.88 1.68 3.36
H -2.48 0.85 1.00
H -0.89 -0.37 -0.24
H 1.78 -0.51 3.22
H 0.05 0.75 4.48
C 1.78 3.51 0.85
C 2.79 4.19 0.25
C 2.95 4.25 -1.15
C 2.10 3.43 -1.95
C 1.04 2.74 -1.31
C 0.92 2.88 0.03
N 2.29 3.36 -3.45
O 1.53 2.61 -4.02
O 3.15 4.08 -4.00
H 1.64 3.46 1.92
H 3.47 4.80 0.84
H 3.71 4.87 -1.61
H 0.22 2.24 -1.80
H 0.11 2.30 0.45
O 5.13 -4.55 -3.77
P 4.94 -3.29 -2.94
N 3.55 -2.24 -3.23
C 3.17 -1.21 -2.25
C 3.06 -1.97 -4.65
N 6.23 -2.17 -3.12
C 7.15 -2.35 -4.22
C 6.26 -0.92 -2.31
N 4.86 -3.70 -1.28
C 6.16 -4.09 -0.59
C 3.76 -4.48 -0.75
H 3.48 -1.53 -1.25
H 2.09 -1.04 -2.20
H 3.77 -0.32 -2.37
H 3.08 -2.80 -5.35
H 3.83 -1.32 -5.05
H 2.10 -1.45 -4.65
H 7.52 -1.38 -4.54
H 8.00 -2.94 -3.89
H 6.70 -2.85 -5.08
H 5.60 -0.21 -2.80
H 5.85 -1.15 -1.32
H 7.29 -0.57 -2.22
H 6.14 -3.74 0.44
H 6.35 -5.16 -0.49
H 6.96 -3.58 -1.13
H 3.88 -5.49 -1.15
H 2.76 -4.12 -1.01
H 3.85 -4.53 0.34
```

2S+1: 2
Charge: -1
Gap between HOMO and LUMO (alpha / beta): 0.09469 / 0.22276 Ha
Electronic energy: -5188.07549 a.u.
HOMO level (alpha / beta): -0.0792 / -0.2072 hartree